# 1
C9H6FNOS | ωB97M-V with the def2-TZVPD basis set

Structure (XYZ):
```
19
Properties=species:S:1:pos:R:3:mulliken_charge:R:1
O 1.55 2.30 0.05 -0.642
C 1.92 1.13 0.02 0.829
C 3.29 0.67 -0.03 -0.872
C 3.41 -0.67 -0.04 -0.196
S 1.90 -1.49 0.00 -0.081
N 1.05 0.01 0.02 -0.025
C -0.36 0.01 -0.01 0.852
C -1.04 -1.22 0.03 -0.612
C -2.43 -1.24 0.03 -0.618
C -3.13 -0.04 0.00 0.228
F -4.47 -0.07 -0.02 -0.323
C -2.47 1.17 -0.02 -0.554
C -1.08 1.20 -0.02 -0.345
H 4.11 1.38 -0.03 0.388
H 4.31 -1.28 -0.02 0.381
H -0.48 -2.15 0.06 0.283
H -2.98 -2.18 0.08 0.391
H -3.03 2.11 -0.03 0.384
H -0.57 2.15 -0.05 0.534
```

Summary:
total charge	0
frontier orbital gap	8.80	eV
relative energy (zero: lowest compared OMol25 entry of this formula, charge and spin)	0.0	kcal/mol
structure (SMILES)	O=c1ccsn1-c1ccc(F)cc1

# 2
C9H6N7O5S5W | ωB97M-V with the def2-TZVPD basis set

Structure (XYZ):
```
33
Properties=species:S:1:pos:R:3:mulliken_charge:R:1
W 0.33 -0.46 1.39 1.990
S -1.69 -0.75 2.55 -0.360
S -0.94 -2.59 1.94 -0.092
S -1.99 -3.59 0.40 -0.142
S -0.98 -3.50 -1.34 -0.444
N 1.67 0.46 -2.58 -0.080
C 2.93 0.57 -2.02 -0.817
C 2.78 0.32 -0.70 -0.475
N 1.46 0.08 -0.44 0.039
C 0.81 0.16 -1.58 0.330
C -0.58 -0.07 -1.54 -0.200
N -1.09 -0.40 -0.37 0.520
C -2.44 -0.51 -0.54 -0.593
C -2.74 -0.26 -1.83 -0.837
N -1.56 0.03 -2.46 0.155
H 1.44 0.56 -3.55 0.165
H 3.80 0.79 -2.61 0.408
H 3.51 0.27 0.10 0.545
H -3.09 -0.78 0.27 0.539
H -3.68 -0.26 -2.35 0.388
H -1.45 0.27 -3.43 0.135
O 2.94 -2.74 3.18 -0.626
S 2.60 -1.57 2.45 1.145
O 3.67 -0.64 2.19 -0.656
O 1.86 -1.88 1.13 -0.576
O 1.40 -0.78 3.09 -0.571
O 0.63 1.43 1.96 -0.557
N -0.07 1.77 0.88 -0.006
C -1.22 2.44 1.10 0.602
C -1.90 2.85 -0.07 0.000
N -2.44 3.17 -1.05 -0.629
C -1.76 2.70 2.39 0.268
N -2.19 2.92 3.44 -0.568
```

Summary:
total charge	-1
frontier orbital gap	5.79	eV
relative energy (zero: lowest compared OMol25 entry of this formula, charge and spin)	13.8	kcal/mol

Q: The lowest frontier orbital gap belongs to which entry?
A: C9H6N7O5S5W

Q: Look up the relative energy (zero: lowest compared OMol25 entry of this formula, charge and spin) of the second one.
A: 13.8 kcal/mol

Q: Which of these has the lowest frontier orbital gap?
A: C9H6N7O5S5W

Q: total charge of number 2 (C9H6N7O5S5W)?
A: -1